No. 1
DFT (wB97M-V/def2-TZVPD) results for the molecule C4H6O2 in a non-equilibrium geometry.

Last column: Löwdin charge in e.
Atoms and positions in Å:
C (0.23007, -0.63709, 0.31087)  -0.05
O (2.53723, -1.27105, 0.15579)  0.00
H (-2.79155, 0.11865, -0.32596)  0.11
H (-1.72445, 2.10644, -0.43420)  0.06
H (0.09291, 2.05844, -0.11635)  0.06
H (1.74099, 0.23008, -0.94484)  0.13
H (0.01649, -1.42520, 1.02777)  0.12
C (1.46079, -0.50306, -0.19765)  -0.16
H (2.26371, -1.88079, 0.86309)  0.11
C (-0.84355, 1.51586, -0.21032)  0.04
C (-0.89930, 0.19142, -0.03745)  -0.44
O (-2.08330, -0.50374, -0.09072)  0.03

As for the SMILES: C=C(O)/C=C/O. The HOMO energy is -8.4 eV. The net charge is 0. Its LUMO energy is 0.88 eV. The value obtained for the energy relative to the best compared isomer or geometry (same formula, charge and spin) is 1.5854 eV. The calculation puts the HOMO-LUMO gap at 9.26 eV.

***

No. 2
DFT (wB97M-V/def2-TZVPD) results for a cluster of 5 separate species, C34H51Cl12F9NS in total in a non-equilibrium geometry.

Last column: Löwdin charge in e.
Atoms and positions in Å:
C (-3.28069, 0.36098, 2.68873)  -0.09
F (-5.45694, -5.53422, -2.51060)  -0.15
F (-2.25692, -4.72176, 0.85019)  0.07
H (-0.27968, 3.39774, 0.42268)  0.12
H (2.10754, 1.56282, -2.32372)  0.11
F (-6.48419, -3.51525, -2.72061)  -0.14
Cl (-2.09319, -0.93626, -4.07661)  0.51
C (8.76315, -0.60020, 0.41754)  -0.22
H (-8.21186, 2.21695, -1.64506)  0.10
C (9.66685, 0.26599, 1.40234)  -0.26
H (9.35445, -1.03734, 3.22134)  0.06
H (-4.02773, 0.48611, 3.51673)  0.14
H (-3.49353, -2.26073, 3.52185)  0.13
H (-6.57958, 0.41810, 2.83374)  0.10
Cl (-2.14379, 6.87731, -2.16989)  0.55
H (-3.42323, 3.37107, 2.80975)  0.16
C (8.28352, 0.35999, -0.74481)  -0.20
C (-2.37782, 2.92089, -0.04857)  -0.20
Cl (1.48531, -4.43741, 0.21352)  0.52
H (7.65627, 2.40769, 0.02307)  0.11
C (10.19379, -0.59161, 2.62704)  -0.14
H (-1.74186, 0.74383, 0.67504)  0.15
Cl (3.29724, -2.61673, 1.57350)  0.52
H (0.96264, -0.23992, -0.55772)  0.11
H (6.93682, 0.96061, 0.86562)  0.09
H (0.08739, 0.88123, -2.61578)  0.10
H (-1.24033, 2.97817, -2.56715)  0.11
C (-0.24218, 1.27244, -1.60902)  -0.23
H (0.47993, 3.28224, -2.14774)  0.12
C (7.22663, 1.38012, -0.14192)  -0.20
H (-2.28242, 0.21827, 3.18595)  0.15
C (-0.98555, 3.53856, -0.44699)  -0.14
H (-6.57146, 3.63559, -0.25830)  0.10
C (3.17682, -4.07309, 0.57845)  -1.54
H (0.74394, 1.28369, 0.43467)  0.10
H (9.35648, -1.47999, 0.06056)  0.07
C (-4.01516, -3.44016, 1.74202)  -0.07
C (-3.00133, -1.87788, -5.26985)  -1.55
H (-3.74889, -2.46215, -4.74521)  -0.01
C (-7.82785, 1.84593, -0.66749)  -0.06
Cl (-3.82970, -0.80701, -6.40474)  0.53
F (-6.68766, -4.68816, -0.78388)  -0.16
H (-4.33228, 3.84965, 0.06030)  0.08
C (2.29381, 1.39978, -1.22642)  -0.19
H (10.51842, 0.67666, 0.79534)  0.11
H (-1.18805, 0.70560, -1.36771)  0.08
H (7.87747, -0.98983, 0.98318)  0.11
H (-5.06195, -3.07536, 1.58155)  0.12
H (10.77650, -5.40151, 1.02897)  0.01
N (-3.20314, 1.57754, 1.84698)  0.00
F (-2.75470, -2.91567, -0.31436)  0.08
Cl (-4.06436, 4.93026, -3.15491)  0.53
F (-5.51115, -2.72634, -0.83549)  -0.16
Cl (-4.78275, 6.70084, -0.96531)  0.54
S (-5.41136, -4.12578, -1.66201)  0.90
Cl (12.75499, -5.22778, 2.27698)  0.53
H (-5.60378, 2.54018, 3.41027)  0.12
C (-3.85412, 6.54393, -2.46159)  -1.52
C (-3.73217, -0.89550, 1.84070)  -0.16
H (9.09680, 1.13991, 1.82297)  0.10
C (-6.92327, 0.83162, 1.84909)  -0.07
H (10.79627, -1.43933, 2.19499)  -0.01
H (6.02533, 0.89193, -1.94680)  0.10
C (0.93034, 0.88746, -0.60038)  -0.19
H (-9.00637, -0.09994, -0.80618)  0.11
C (-5.43542, 2.91436, 2.36554)  -0.09
H (-8.18281, -0.96284, 1.48867)  0.11
C (-6.88941, 2.63659, 0.13202)  -0.03
C (11.24826, -4.60612, 1.59688)  -1.52
H (-4.22749, 7.27360, -3.17337)  0.02
Cl (4.10732, -3.88517, -0.91096)  0.53
H (5.64314, 2.51402, -1.25657)  0.11
H (3.09963, -0.70273, -0.81195)  0.07
H (-4.85682, -0.93871, 1.90007)  0.10
H (9.13477, 0.90790, -1.23399)  0.11
H (-4.09039, -4.28492, 2.47974)  0.14
H (2.61233, 2.35375, -0.73003)  0.11
C (-2.39077, 1.63975, 0.83866)  0.07
C (-3.44128, 3.79493, 0.74717)  -0.07
C (-8.30699, 0.53282, -0.21133)  -0.07
C (-3.33798, -3.94005, 0.40776)  -0.38
C (-3.21238, -2.27058, 2.42832)  -0.16
H (4.99460, 0.10562, 0.56744)  0.09
H (3.59232, -4.90474, 1.13859)  0.02
H (-1.08134, 4.62988, -0.69174)  0.08
Cl (-1.93105, -2.98786, -6.12868)  0.54
F (-3.37271, -5.70597, -1.17961)  0.10
C (-4.23424, -4.91396, -0.44242)  -0.38
Cl (10.14557, -4.11032, 2.88164)  0.54
C (5.86898, 1.44803, -0.98572)  -0.20
H (7.80567, -0.28576, -1.52600)  0.10
H (-3.15979, 4.84625, 1.01087)  0.13
H (-2.10095, -2.39069, 2.38844)  0.13
H (4.26439, 1.74844, 0.46477)  0.10
C (3.46977, 0.33188, -1.09858)  -0.18
F (-4.89391, -5.79506, 0.37593)  0.12
C (-6.40719, 2.13306, 1.43246)  -0.20
H (10.85085, 0.03975, 3.28582)  0.07
H (-5.74462, 3.99684, 2.33870)  0.14
F (-4.22227, -3.60406, -2.63391)  -0.15
H (3.92922, 0.24609, -2.12575)  0.10
C (-7.85623, 0.02365, 1.07493)  -0.07
Cl (11.57072, -3.25549, 0.50060)  0.56
C (-0.46880, 2.82169, -1.75674)  -0.19
H (-2.84238, 2.54952, -1.00983)  0.15
C (-3.93269, 2.86823, 1.92626)  -0.23
H (-3.48057, -0.82637, 0.75318)  0.11
C (4.63220, 0.88827, -0.15228)  -0.20

The HOMO energy is -11.7 eV. The net charge is +1. Its LUMO energy is -3.50 eV. The value obtained for the energy relative to the best compared isomer or geometry (same formula, charge and spin) is 3.1401 eV. The calculation puts the HOMO-LUMO gap at 8.17 eV.

***

No. 3
DFT (wB97M-V/def2-TZVPD) results for the ion C4H7N4 with charge +1 in a non-equilibrium geometry.

Last column: Löwdin charge in e.
Atoms and positions in Å:
H (-1.14955, -0.86031, -0.88400)  0.06
N (1.78061, 1.24373, 0.28776)  0.09
H (4.46375, -0.08338, 0.68696)  0.24
H (-0.80004, 1.31175, 1.17687)  0.16
H (-2.26734, -0.47765, 0.28464)  0.08
H (-0.45117, -0.44014, 1.51816)  0.17
N (3.01163, -0.85738, -0.50923)  0.06
N (2.98655, 1.33678, 0.14076)  0.08
C (1.88393, -1.12050, -0.84957)  0.17
H (1.61292, -1.79088, -1.67734)  0.13
C (-0.48316, 0.34444, 0.68234)  -0.21
N (3.59262, 0.12894, 0.06630)  0.00
H (-1.89120, 0.72211, -0.86101)  0.08
C (-1.50334, -0.07465, -0.31552)  -0.07
C (0.83870, 0.49936, 0.13767)  -0.03

The HOMO energy is -14.2 eV. The net charge is +1. Its LUMO energy is -5.98 eV. The value obtained for the energy relative to the best compared isomer or geometry (same formula, charge and spin) is 7.0738 eV. The calculation puts the HOMO-LUMO gap at 8.20 eV.

***

No. 4
DFT (wB97M-V/def2-TZVPD) results for a cluster of 2 separate species, C4H11O3 in total in a non-equilibrium geometry.

Last column: Löwdin charge in e.
Atoms and positions in Å:
H (-0.76438, 1.11962, 0.94320)  0.13
H (1.68704, 0.76880, -1.34067)  0.09
H (1.56826, -0.95121, -1.94583)  0.02
H (-1.91144, 2.03652, -1.81900)  -0.02
C (-0.12382, -0.91747, 0.98371)  -0.24
O (-0.11189, 0.13928, -1.56008)  -0.38
H (-1.00586, -1.05078, 0.28982)  0.12
C (1.18889, -0.24770, -1.31169)  -0.38
C (1.15228, -1.17406, 0.14598)  -0.17
H (0.84990, 0.83762, 1.96018)  0.11
H (1.16413, -2.12009, -0.34576)  0.05
O (-1.91713, 1.79901, -2.74477)  -0.19
C (-0.11431, 0.47094, 1.60448)  -0.28
H (-0.29515, -1.68267, 1.74297)  0.08
H (-1.55632, -0.10288, 2.74432)  0.09
H (-0.91685, 1.48839, -2.58004)  0.05
O (-1.06423, 0.75813, 2.63022)  -0.15
H (2.17087, -1.17144, 0.60296)  0.08

The HOMO energy is -3.0 eV. The net charge is -1. Its LUMO energy is 3.74 eV. The value obtained for the energy relative to the best compared isomer or geometry (same formula, charge and spin) is 3.0585 eV. The calculation puts the HOMO-LUMO gap at 6.70 eV.

***

No. 5
DFT (wB97M-V/def2-TZVPD) results for a structure of composition C24H43BrP2Rh in a non-equilibrium geometry.

Last column: Löwdin spin population.
Atoms and positions in Å:
H (-1.70420, 2.84519, -4.51262)  0.00
H (2.63181, -0.41206, -0.71215)  0.00
H (0.81890, 2.62792, -5.07268)  0.00
C (1.12307, -3.04992, 1.53511)  0.04
H (2.03497, 1.56728, -2.95494)  0.00
C (1.16404, 1.19673, -3.51472)  0.00
H (1.47829, -3.87782, 2.16124)  0.01
C (0.58858, 2.34687, -0.54740)  0.01
H (3.30450, 1.20685, -1.08430)  0.01
C (-0.81818, -0.93303, 3.96840)  0.27
H (-3.55528, -0.46681, 0.42826)  0.00
H (-1.49832, 2.36638, -1.21205)  0.00
P (-1.33606, 0.15306, -0.24528)  0.19
C (1.36648, -1.05269, 3.21115)  0.11
H (-1.98012, -1.16120, 5.73694)  0.02
H (0.28257, 3.26824, -0.03097)  0.00
C (-0.67500, 1.64500, -1.08754)  0.01
C (2.20150, 2.48196, 1.85925)  0.02
H (1.98144, -2.69125, 0.95620)  0.01
H (-3.56666, 0.36716, -1.16039)  0.01
C (-1.08370, -1.20269, -4.75378)  0.00
Rh (0.07862, -0.11858, 1.46977)  1.90
H (1.35694, 3.04711, 2.27834)  0.00
P (1.58387, 1.32050, 0.61989)  0.11
C (2.85330, -0.98829, 3.20150)  0.00
H (1.92454, 0.79333, 5.15816)  0.00
H (3.28156, -1.58172, 4.02368)  0.00
H (1.53421, -0.83850, -3.05591)  0.00
H (-3.34245, 1.30322, 0.35872)  0.00
C (-1.98429, -2.55813, 2.29913)  0.01
H (0.96358, -1.55887, -5.27817)  0.00
H (0.38428, 0.03963, -5.76069)  0.00
H (-1.72905, -2.14681, -0.84484)  0.00
C (0.57022, -1.95176, 2.38128)  0.16
C (0.49530, -0.48162, 4.20245)  0.29
H (-0.00184, -1.85556, -0.53099)  0.01
C (2.94950, 0.54745, -0.28085)  0.03
H (-1.06607, -2.25265, -4.42095)  0.00
H (-2.67892, -0.98941, -3.26904)  0.00
H (0.96054, -0.18899, 6.27606)  0.02
H (-2.93194, -0.89892, 4.26722)  0.00
H (3.76902, 0.36433, 0.42916)  0.00
H (0.29477, 3.13246, -3.47518)  0.00
H (-1.56066, -1.21052, -5.75003)  0.00
C (0.31889, 2.26339, -4.15487)  0.00
C (-0.81661, -1.79058, 2.80879)  0.12
C (-1.90948, -0.41350, -3.79165)  0.00
H (1.24919, 2.62745, -1.38147)  0.00
H (-1.16631, 1.57172, -5.60590)  0.00
C (1.01888, -0.12730, -3.70899)  0.00
H (-1.72766, -3.08635, 1.37724)  0.00
H (-2.06756, 0.45920, 5.03012)  0.01
H (0.35845, -3.45631, 0.86919)  0.00
H (-2.31785, -3.31361, 3.02491)  0.00
C (-2.01031, -0.61006, 4.78644)  0.04
H (3.25109, -1.39916, 2.26783)  0.00
C (0.92341, 0.37947, 5.33242)  0.04
H (3.21729, 0.03757, 3.33130)  0.00
H (0.22698, 1.21603, 5.48378)  0.01
H (2.68174, 1.93135, 2.67681)  0.00
C (-0.90395, -1.43788, -0.99761)  0.07
H (-0.71879, -1.32924, -2.07135)  0.01
C (-1.91309, 0.92897, -3.68578)  0.00
H (-2.64669, 1.39326, -3.01028)  0.00
C (-3.11890, 0.35638, -0.15556)  0.04
C (0.36812, -0.69500, -4.93808)  0.00
H (-0.46799, 1.26455, -2.09287)  0.00
C (-1.14833, 1.89231, -4.55093)  0.00
Br (-1.23156, 1.91523, 2.37434)  0.40
H (2.92722, 3.16327, 1.39622)  0.01
H (-2.83985, -1.89406, 2.11948)  0.00

The spin multiplicity is 5. The HOMO energy (spin up / spin down) is -8.6 / -11.0 eV. The net charge is +1. Its LUMO energy (spin up / spin down) is -1.83 / -5.17 eV. The value obtained for the energy relative to the best compared isomer or geometry (same formula, charge and spin) is 0.4473 eV. The calculation puts the HOMO-LUMO gap (spin up / spin down) at 6.78 / 5.88 eV.

***

No. 6
DFT (wB97M-V/def2-TZVPD) results for the ion C3H4NS with charge +1 in a non-equilibrium geometry.

Last column: Löwdin charge in e.
Atoms and positions in Å:
N (0.19892, 1.00369, -0.39848)  0.11
H (0.11360, 2.03225, 0.05306)  0.25
C (0.55078, -0.12713, 0.56655)  0.00
S (-1.45802, -2.43887, -0.01092)  1.04
H (0.65644, 1.03519, -1.33358)  0.19
C (-1.34115, -1.04232, -0.51616)  -0.53
H (0.72008, 0.34773, 1.44445)  0.09
H (1.35037, -0.83318, 0.22315)  0.17
C (-0.79101, 0.02264, -0.02807)  -0.32

As for the SMILES: S=C=C1C[NH2+]1. The HOMO energy is -13.8 eV. The net charge is +1. Its LUMO energy is -6.16 eV. The value obtained for the energy relative to the best compared isomer or geometry (same formula, charge and spin) is 3.7501 eV. The calculation puts the HOMO-LUMO gap at 7.65 eV.